Density functional theory data (ωB97M-V/def2-TZVPD) for C21H34BrIN3OSSiZn as an isolated structure.

## Properties
Energy above the lowest of the compared OMol25 structures with the same formula, charge and spin in eV: 1.305
Total charge: +1
LUMO energy in eV: -2.3
Kohn-Sham gap in eV: 7.798
Calculated total energy in hartree: -6398.69407

Each line ends with the Löwdin charge.
Geometry (Å):
Zn (-1.489, 0.732, -0.639)  0.633
C (0.535, 3.599, 1.939)  -0.037
C (0.093, 2.232, 2.396)  -0.345
C (0.468, 1.832, 3.709)  -0.026
C (0.020, 0.543, 4.079)  -0.049
C (-0.778, -0.219, 3.210)  -0.057
C (-1.101, 0.269, 1.928)  -0.461
N (-0.606, 1.482, 1.544)  0.072
N (-1.736, -0.441, 0.949)  -0.144
Si (-2.418, -2.075, 1.129)  0.444
C (-3.230, -2.439, -0.563)  -0.183
C (-3.640, -1.930, 2.621)  -0.172
C (-0.889, -3.110, 1.386)  -0.181
H (-0.156, 4.348, 2.333)  0.087
H (0.459, 3.563, 0.822)  0.071
H (1.522, 3.831, 2.241)  0.064
H (1.113, 2.452, 4.296)  0.101
H (0.383, 0.095, 5.018)  0.116
H (-1.092, -1.198, 3.570)  0.088
H (-2.548, -2.202, -1.390)  0.001
H (-4.205, -1.906, -0.696)  0.035
H (-3.544, -3.523, -0.651)  0.048
H (-4.701, -2.083, 2.341)  0.026
H (-3.458, -0.938, 3.051)  0.010
H (-3.421, -2.748, 3.399)  0.055
H (-0.248, -2.630, 2.206)  0.044
H (-0.363, -3.043, 0.428)  0.000
H (-1.016, -4.230, 1.569)  0.058
C (-3.695, 2.354, -2.131)  -0.403
S (-2.411, 2.833, -1.040)  0.830
C (-3.291, 3.179, 0.522)  -0.321
H (-4.524, 1.749, -1.629)  0.090
H (-3.254, 1.694, -2.886)  0.025
H (-4.104, 3.215, -2.637)  0.044
H (-3.241, 4.259, 0.753)  0.052
H (-2.697, 2.680, 1.298)  0.013
H (-4.376, 2.878, 0.550)  0.078
Br (6.565, 1.413, -0.820)  0.776
C (5.572, 0.208, 0.179)  -0.758
C (6.382, -0.693, 0.931)  -0.136
C (5.783, -1.519, 1.850)  -0.084
C (4.410, -1.542, 2.025)  -0.087
C (3.616, -0.666, 1.325)  -0.165
C (4.165, 0.174, 0.359)  -0.730
I (2.911, 1.339, -0.824)  0.952
H (7.423, -0.644, 0.744)  0.081
H (6.509, -2.044, 2.507)  0.128
H (3.968, -2.239, 2.741)  0.116
H (2.510, -0.721, 1.378)  0.099
C (-0.507, 0.459, -4.974)  -0.049
N (0.417, -0.186, -4.110)  -0.147
C (1.590, -0.743, -4.796)  -0.012
C (0.046, -0.521, -2.836)  -0.402
C (0.850, -1.521, -2.093)  -0.009
O (-1.062, -0.025, -2.398)  -0.130
H (-0.014, 1.309, -5.498)  0.110
H (-1.305, 0.938, -4.409)  0.075
H (-0.933, -0.189, -5.770)  0.119
H (1.918, 0.092, -5.518)  0.128
H (1.347, -1.704, -5.263)  0.108
H (2.393, -0.794, -4.035)  0.086
H (1.893, -1.237, -2.167)  0.034
H (0.699, -2.529, -2.495)  0.120
H (0.498, -1.515, -1.056)  0.069


Density functional theory data (ωB97M-V/def2-TZVPD) for C21H34BrN7O8P2Ru as an isolated structure.

## Properties
Energy above the lowest of the compared OMol25 structures with the same formula, charge and spin in eV: 1.332
Total charge: +1
Multiplicity: 2
LUMO energy (spin up / spin down) in eV: -2.7 / -3.3
Kohn-Sham gap (spin up / spin down) in eV: 7.295 / 6.611
Calculated total energy in hartree: -5157.52392

Each line ends with the Mulliken spin population.
Geometry (Å):
Ru (0.056, -1.112, -0.100)  0.831
O (1.293, -2.287, 5.753)  -0.001
C (0.859, -1.822, 4.578)  -0.002
C (1.129, -0.536, 4.111)  0.001
C (0.639, -0.168, 2.883)  0.006
N (-0.114, -0.980, 2.119)  0.029
C (-0.295, -2.212, 2.580)  0.012
Br (-1.128, -3.345, 1.306)  0.004
C (0.119, -2.699, 3.788)  0.000
H (1.823, -1.627, 6.213)  0.000
H (1.731, 0.156, 4.685)  0.000
H (0.851, 0.806, 2.469)  0.003
H (-0.065, -3.716, 4.100)  0.000
C (-1.746, 1.897, 3.082)  0.001
N (-1.571, 1.581, 1.671)  -0.004
C (-0.664, 2.459, 0.925)  0.002
C (-2.244, 0.588, 1.061)  -0.006
N (-1.728, -0.042, -0.011)  0.014
C (-2.564, -0.189, -1.164)  0.003
C (-3.773, 0.468, -1.373)  0.001
C (-4.474, 0.293, -2.558)  0.000
C (-3.944, -0.504, -3.560)  -0.002
C (-2.701, -1.097, -3.395)  0.002
C (-2.002, -0.936, -2.200)  -0.015
N (-0.668, -1.328, -1.980)  0.058
C (-0.013, -1.974, -2.992)  -0.027
N (-0.495, -3.132, -3.457)  0.002
C (-0.311, -3.591, -4.826)  0.000
C (-1.340, -3.982, -2.638)  -0.002
N (1.047, -1.425, -3.587)  -0.004
C (2.191, -2.218, -4.027)  0.001
C (1.267, 0.021, -3.627)  0.000
N (-3.467, 0.281, 1.557)  0.001
C (-4.388, 1.309, 2.037)  0.000
C (-4.121, -0.994, 1.309)  -0.001
H (-0.764, 2.042, 3.535)  0.000
H (-2.241, 1.074, 3.592)  0.000
H (-2.319, 2.813, 3.234)  0.000
H (-1.209, 3.316, 0.524)  0.000
H (-0.175, 1.928, 0.120)  0.001
H (0.094, 2.834, 1.612)  0.000
H (-4.163, 1.141, -0.623)  -0.001
H (-5.419, 0.799, -2.700)  0.000
H (-4.478, -0.636, -4.492)  0.000
H (-2.260, -1.649, -4.214)  0.000
H (0.096, -2.795, -5.441)  0.000
H (-1.285, -3.878, -5.227)  0.000
H (0.348, -4.460, -4.869)  0.000
H (-1.281, -3.656, -1.607)  0.000
H (-0.984, -5.011, -2.710)  0.000
H (-2.377, -3.934, -2.980)  0.000
H (3.060, -1.901, -3.449)  0.000
H (2.395, -2.054, -5.086)  0.000
H (2.023, -3.273, -3.840)  0.000
H (0.461, 0.537, -3.121)  0.000
H (1.312, 0.333, -4.673)  0.000
H (2.211, 0.276, -3.149)  0.000
H (-3.969, 2.300, 1.895)  0.000
H (-4.637, 1.165, 3.089)  0.000
H (-5.310, 1.243, 1.454)  0.000
H (-3.394, -1.731, 0.992)  0.001
H (-4.884, -0.895, 0.534)  0.000
H (-4.594, -1.326, 2.234)  0.000
O (3.622, -3.420, -0.365)  -0.001
P (2.483, -2.343, -0.188)  -0.003
O (2.053, -2.052, 1.204)  0.071
O (1.286, -2.759, -1.019)  0.032
O (3.104, -1.014, -0.849)  0.001
P (2.635, 0.523, -0.534)  0.009
O (2.877, 0.712, 1.038)  0.000
O (3.441, 1.437, -1.335)  -0.002
O (1.091, 0.489, -0.702)  -0.012
H (4.427, -3.243, 0.145)  0.000
H (3.754, 1.104, 1.182)  0.000


Density functional theory data (ωB97M-V/def2-TZVPD) for C21H34F9INO10S5 as an isolated structure.

## Properties
Energy above the lowest of the compared OMol25 structures with the same formula, charge and spin in eV: 0.460
Total charge: -1
LUMO energy in eV: 2.1
Kohn-Sham gap in eV: 8.078
Calculated total energy in hartree: -4815.23321

Each line ends with the Löwdin charge.
Geometry (Å):
O (-0.335, 2.892, 1.167)  -0.347
S (0.539, 2.659, 2.291)  0.506
O (0.225, 3.442, 3.468)  -0.360
C (0.333, 0.944, 2.764)  -0.259
C (-0.737, 0.247, 1.934)  -0.327
C (-0.229, -0.494, 0.718)  -0.633
I (1.118, -2.084, 1.184)  0.801
N (2.089, 2.925, 1.977)  -0.327
S (2.756, 2.007, 0.855)  0.491
O (1.987, 1.792, -0.354)  -0.339
O (3.322, 0.801, 1.427)  -0.360
C (4.107, 3.054, 0.361)  -0.230
C (5.256, 3.144, 1.352)  -0.096
C (6.269, 2.005, 1.285)  -0.423
F (7.469, 2.481, 0.817)  0.091
F (5.901, 1.028, 0.421)  0.125
C (6.549, 1.329, 2.653)  -0.338
F (7.117, 0.115, 2.432)  0.139
F (5.397, 1.127, 3.326)  0.154
C (7.506, 2.162, 3.567)  -0.337
F (7.026, 2.148, 4.830)  0.151
F (7.558, 3.446, 3.177)  0.156
C (8.952, 1.602, 3.656)  -0.508
F (8.979, 0.511, 4.448)  0.166
F (9.456, 1.297, 2.451)  0.172
F (9.746, 2.552, 4.208)  0.154
H (1.269, 0.404, 2.715)  0.037
H (0.040, 0.953, 3.802)  0.091
H (-1.272, -0.456, 2.563)  0.097
H (-1.445, 0.978, 1.566)  0.098
H (-1.069, -0.968, 0.232)  0.036
H (0.221, 0.167, -0.007)  0.014
H (3.694, 4.049, 0.253)  0.100
H (4.433, 2.755, -0.622)  0.102
H (5.824, 4.030, 1.098)  0.124
H (4.880, 3.302, 2.352)  0.125
C (-0.285, -6.397, 3.504)  -0.220
C (-1.451, -6.763, 4.434)  -0.219
C (-2.579, -5.757, 4.169)  -0.222
S (-2.384, -5.227, 2.460)  0.645
O (-2.037, -3.835, 2.449)  -0.337
O (-3.474, -5.739, 1.667)  -0.329
C (-0.901, -6.172, 2.128)  -0.231
H (0.473, -7.178, 3.477)  0.112
H (0.192, -5.477, 3.850)  0.120
H (-1.796, -7.774, 4.205)  0.112
H (-1.153, -6.748, 5.481)  0.110
H (-3.567, -6.193, 4.288)  0.097
H (-2.487, -4.872, 4.795)  0.103
H (-0.268, -5.606, 1.449)  0.096
H (-1.206, -7.111, 1.667)  0.105
C (-0.922, 4.016, -4.146)  -0.223
C (-1.087, 4.638, -2.750)  -0.207
C (-2.107, 3.788, -1.983)  -0.208
S (-1.982, 2.132, -2.664)  0.680
O (-3.225, 1.795, -3.327)  -0.340
O (-1.417, 1.247, -1.690)  -0.291
C (-0.759, 2.517, -3.911)  -0.222
H (-0.065, 4.430, -4.675)  0.111
H (-1.814, 4.205, -4.748)  0.113
H (-0.130, 4.616, -2.226)  0.121
H (-1.408, 5.677, -2.805)  0.110
H (-1.889, 3.737, -0.918)  0.095
H (-3.127, 4.133, -2.143)  0.101
H (-0.941, 1.907, -4.792)  0.106
H (0.217, 2.286, -3.485)  0.112
C (-6.615, -0.213, -4.346)  -0.219
C (-7.327, -1.542, -4.639)  -0.221
C (-6.558, -2.229, -5.774)  -0.227
S (-4.856, -1.654, -5.640)  0.662
O (-4.547, -0.884, -6.820)  -0.329
O (-4.014, -2.750, -5.233)  -0.325
C (-5.126, -0.538, -4.270)  -0.229
H (-6.966, 0.238, -3.419)  0.115
H (-6.800, 0.494, -5.157)  0.118
H (-7.307, -2.170, -3.747)  0.115
H (-8.372, -1.391, -4.910)  0.108
H (-6.566, -3.312, -5.690)  0.097
H (-6.928, -1.930, -6.753)  0.099
H (-4.485, 0.333, -4.373)  0.071
H (-4.883, -1.073, -3.354)  0.117


Density functional theory data (ωB97M-V/def2-TZVPD) for an isolated ion of composition C21H34FINO3 and charge +1.

## Properties
Total charge: +1
LUMO energy in eV: -4.5
Structure (SMILES): C=C[C@]1(CCCCCCCC)C(CCCI)=[NH+][C@@H](CC(=O)OC(C)=O)[C@@H]1F
Kohn-Sham gap in eV: 7.553
Calculated total energy in hartree: -1497.86297

Each line ends with the Löwdin charge.
Geometry (Å):
C (1.844, 3.000, 2.373)  0.028
C (1.882, 2.555, 0.922)  -0.063
C (1.676, 0.958, 0.615)  -0.227
C (0.451, 0.160, 1.356)  -0.115
C (-0.917, 1.036, 1.578)  -0.182
C (-2.027, 0.906, 0.375)  -0.198
C (-3.549, 1.210, 1.000)  -0.206
C (-4.706, 1.360, -0.152)  -0.222
C (-5.170, -0.045, -0.860)  -0.226
C (-6.195, -0.961, 0.074)  -0.251
C (-5.399, -1.898, 1.178)  -0.151
C (3.231, 0.367, 0.781)  0.005
C (4.406, 0.769, 1.855)  -0.109
C (5.941, 0.407, 1.340)  -0.281
C (6.569, 1.499, 0.289)  -0.651
I (6.096, 1.145, -1.817)  0.739
N (3.517, -0.599, -0.154)  0.101
C (2.405, -0.882, -1.138)  -0.177
C (1.711, -2.366, -1.205)  0.001
C (1.563, -2.725, -2.832)  -0.226
O (2.316, -3.658, -3.439)  0.052
O (0.605, -1.968, -3.688)  -0.010
C (-0.707, -2.531, -3.334)  -0.278
C (-1.717, -1.519, -2.465)  -0.018
O (-1.066, -3.782, -3.637)  0.040
C (1.482, 0.460, -0.963)  -0.093
F (1.962, 1.625, -1.789)  -0.097
H (1.096, 3.809, 2.776)  0.096
H (2.564, 2.449, 3.117)  0.068
H (2.014, 3.372, 0.092)  0.130
H (0.177, -0.769, 0.660)  0.105
H (0.862, -0.322, 2.359)  0.138
H (-0.754, 2.177, 1.776)  0.108
H (-1.442, 0.601, 2.558)  0.134
H (-2.075, -0.187, -0.039)  0.078
H (-1.863, 1.734, -0.446)  0.125
H (-3.891, 0.378, 1.756)  0.097
H (-3.563, 2.229, 1.621)  0.125
H (-4.422, 2.106, -1.031)  0.116
H (-5.685, 1.833, 0.341)  0.124
H (-4.269, -0.684, -1.294)  0.084
H (-5.815, 0.260, -1.813)  0.116
H (-6.701, -1.726, -0.690)  0.110
H (-7.085, -0.340, 0.527)  0.114
H (-5.352, -1.280, 2.172)  0.067
H (-5.999, -2.911, 1.361)  0.087
H (-4.353, -2.198, 0.736)  0.070
H (4.405, 1.953, 2.008)  0.121
H (4.206, 0.319, 2.931)  0.147
H (6.618, 0.468, 2.322)  0.135
H (6.045, -0.724, 0.979)  0.116
H (7.758, 1.459, 0.385)  0.078
H (6.284, 2.618, 0.584)  0.081
H (4.366, -1.180, -0.334)  0.146
H (2.966, -0.777, -2.179)  0.176
H (2.465, -3.194, -0.792)  0.157
H (0.695, -2.462, -0.626)  0.120
H (-1.387, -0.387, -2.621)  0.099
H (-2.837, -1.654, -2.794)  0.100
H (-1.589, -1.872, -1.336)  0.086
H (0.360, 0.377, -1.328)  0.156